Density functional theory data (ωB97M-V with the def2-TZVPD basis set) for an isolated ion of composition C5H7ClN3 and charge +1 at a distorted geometry.

```
16
Properties=species:S:1:pos:R:3
N -0.646 -1.316 0.025
C 0.070 -0.155 -0.182
Cl 0.292 2.765 -0.437
H 3.283 -0.809 0.625
H 2.831 0.693 1.032
H 1.977 0.663 -1.045
H -0.087 -2.193 0.043
C -2.076 1.097 0.005
C -2.599 -0.307 0.167
N 2.440 -0.247 0.845
N -1.939 -1.523 0.208
H 1.883 -1.215 -0.982
H -2.781 1.979 0.032
C 1.655 -0.246 -0.423
H -3.735 -0.401 0.278
C -0.569 1.215 -0.191
```

Calculated values
Calculated total energy: -818.83875 Eh
Kohn-Sham gap: 8.409 eV
Charge: +1
E_HOMO: -13.99 eV
Relative energy (zero: lowest compared OMol25 entry of this formula, charge and spin): 31.0 kcal/mol

Density functional theory data (ωB97M-V with the def2-TZVPD basis set) for an isolated ion of composition C5H7ClN3O3 and charge +1 at a distorted geometry.

```
19
Properties=species:S:1:pos:R:3
O 2.846 -0.729 -1.736
H 1.549 0.115 2.020
H -0.187 -0.571 -2.241
N 1.310 0.621 1.172
N 1.437 -0.191 0.087
H -0.343 1.973 1.571
Cl 3.883 0.877 -0.014
N 0.283 -2.091 1.042
C -0.782 0.138 0.545
C 0.229 -0.945 -0.044
H -1.823 0.170 0.153
H 1.987 1.343 1.093
C -0.140 1.062 1.228
C -0.195 -1.419 -1.539
C 2.603 -0.223 -0.737
O -0.378 -3.048 0.885
H 0.391 -2.221 -1.958
H -1.274 -1.701 -1.443
O 0.951 -1.774 2.019
```

Calculated values
Calculated total energy: -1044.46395 Eh
Kohn-Sham gap: 10.879 eV
Charge: +1
E_HOMO: -15.30 eV
Relative energy (zero: lowest compared OMol25 entry of this formula, charge and spin): 48.6 kcal/mol

Density functional theory data (ωB97M-V with the def2-TZVPD basis set) for an isolated ion of composition C5H7ClNS and charge +1 at a distorted geometry.

```
15
Properties=species:S:1:pos:R:3
H -2.776 -1.513 0.077
Cl -2.304 1.232 -0.187
N -0.025 0.112 0.364
H 1.351 0.251 -1.415
S 0.700 -1.725 0.752
H -1.004 -3.448 0.633
C 1.620 1.200 -0.893
C -1.283 -0.122 0.201
C -0.827 -2.422 0.517
C -1.758 -1.460 0.231
C 0.770 1.316 0.355
H 2.659 1.094 -0.535
H 1.391 1.302 1.254
H 1.453 1.952 -1.672
H 0.034 2.231 0.319
```

Calculated values
Calculated total energy: -1107.53892 Eh
Kohn-Sham gap: 8.811 eV
Charge: +1
E_HOMO: -14.45 eV
Relative energy (zero: lowest compared OMol25 entry of this formula, charge and spin): 8.8 kcal/mol

Density functional theory data (ωB97M-V with the def2-TZVPD basis set) for an isolated molecule of C5H7ClO3 at a distorted geometry.

```
16
Properties=species:S:1:pos:R:3
O -0.468 1.182 -0.495
H 1.844 0.746 -1.254
O -1.684 1.580 -2.343
H 1.514 -0.995 -1.663
C 1.108 -0.026 -1.423
H -0.562 -1.487 2.531
Cl -1.076 -1.403 -0.873
H -0.685 0.220 2.852
O 0.295 0.579 -2.461
H 1.288 -0.994 1.191
C 0.520 -0.238 1.117
H -1.618 -0.444 1.558
C 0.055 -0.119 -0.309
C -0.667 -0.518 2.064
C -0.752 1.174 -1.872
H 0.887 0.741 1.381
```

Calculated values
Calculated total energy: -880.62479 Eh
Kohn-Sham gap: 11.928 eV
E_HOMO: -11.25 eV
Relative energy (zero: lowest compared OMol25 entry of this formula, charge and spin): 12.2 kcal/mol

Density functional theory data (ωB97M-V with the def2-TZVPD basis set) for a 2-piece molecular cluster, C5H7ClO3 overall at a distorted geometry.

```
16
Properties=species:S:1:pos:R:3
C 0.912 0.807 -0.944
C -1.538 1.364 -1.606
O 0.739 2.148 -0.742
H 0.735 -3.031 2.139
H 1.590 -2.021 3.220
C 0.809 -2.047 2.512
H -1.855 1.799 -0.668
O 0.980 -1.154 1.430
C 0.016 1.525 -1.775
Cl 2.466 0.201 -1.390
H -0.105 -1.803 2.921
H -2.021 1.674 -2.545
O -1.228 -0.821 0.797
H 0.384 1.867 -2.811
H -1.849 0.263 -1.309
C -0.036 -0.770 0.771
```

Calculated values
Calculated total energy: -880.45094 Eh
Kohn-Sham gap (spin up / spin down): 8.412 / 8.293 eV
E_HOMO (spin up / spin down): -8.27 / -8.24 eV
Relative energy (zero: lowest compared OMol25 entry of this formula, charge and spin): 121.3 kcal/mol

Density functional theory data (ωB97M-V with the def2-TZVPD basis set) for an isolated molecule of C5H7ClOS at a distorted geometry.

```
15
Properties=species:S:1:pos:R:3
S -0.958 -2.148 0.279
H 1.466 -1.498 -0.063
H -0.841 -2.293 -1.031
H 2.284 0.993 0.798
H -1.543 0.681 1.256
C 0.533 -1.023 0.361
C 0.899 -0.514 1.775
O -1.763 1.742 -0.464
H 0.976 1.805 1.650
H 0.148 -0.521 2.538
C -1.126 0.960 0.254
C 1.197 0.871 1.132
H 1.739 -0.958 2.223
Cl 0.829 1.032 -1.693
C 0.348 0.487 -0.077
```

Calculated values
Calculated total energy: -1128.28774 Eh
Kohn-Sham gap: 10.255 eV
E_HOMO: -9.56 eV
Relative energy (zero: lowest compared OMol25 entry of this formula, charge and spin): 25.4 kcal/mol

Density functional theory data (ωB97M-V with the def2-TZVPD basis set) for C5H7ClSe as an isolated structure at a distorted geometry.

```
14
Properties=species:S:1:pos:R:3
Cl -1.908 -2.538 0.164
C -0.369 -1.826 -0.019
Se -0.720 2.221 -0.037
H 1.168 1.213 -1.657
H 1.314 0.205 1.313
C -1.702 0.551 0.248
H 0.479 -2.534 -0.336
H -2.133 0.577 1.232
H -2.249 0.022 -0.516
H 1.930 2.040 -0.307
C -0.089 -0.585 0.172
C 1.198 0.067 0.242
H 1.985 -0.736 0.072
C 1.097 1.322 -0.570
```

Calculated values
Calculated total energy: -3056.23398 Eh
Kohn-Sham gap: 9.134 eV
E_HOMO: -8.50 eV
Relative energy (zero: lowest compared OMol25 entry of this formula, charge and spin): 28.3 kcal/mol

Density functional theory data (ωB97M-V with the def2-TZVPD basis set) for an isolated molecule of C5H7F at a distorted geometry.

```
13
Properties=species:S:1:pos:R:3
C 2.466 -0.315 -0.185
H -3.257 -0.882 0.131
C 1.302 -0.229 0.514
C 0.038 0.068 -0.307
F -0.303 1.330 0.086
H 0.239 0.030 -1.389
H 2.478 -0.016 -1.278
C -2.361 -0.277 0.006
H -0.967 -1.881 0.022
H 3.467 -0.440 0.238
H 1.175 -0.299 1.628
C -1.122 -0.806 -0.049
H -2.347 0.879 0.003
```

Calculated values
Calculated total energy: -294.50741 Eh
Kohn-Sham gap: 11.062 eV
E_HOMO: -9.87 eV
Relative energy (zero: lowest compared OMol25 entry of this formula, charge and spin): 29.0 kcal/mol

Density functional theory data (ωB97M-V with the def2-TZVPD basis set) for an isolated molecule of C5H7F at a distorted geometry.

```
13
Properties=species:S:1:pos:R:3
H 0.817 0.320 -1.500
F 2.791 -0.579 -0.173
C 0.756 0.544 -0.386
C -1.504 -0.216 0.008
H 1.354 1.382 -0.301
H 1.376 -0.411 1.375
H -1.142 1.929 -0.253
H -3.252 -1.645 -0.449
H -0.584 1.047 1.247
H 1.041 -1.663 0.165
C 1.432 -0.589 0.295
C -2.371 -1.091 -0.164
C -0.714 0.972 0.136
```

Calculated values
Calculated total energy: -294.47609 Eh
Kohn-Sham gap: 10.840 eV
E_HOMO: -9.89 eV
Relative energy (zero: lowest compared OMol25 entry of this formula, charge and spin): 48.6 kcal/mol

Density functional theory data (ωB97M-V with the def2-TZVPD basis set) for a 2-piece molecular cluster, C5H7F2O5P overall at a distorted geometry.

```
20
Properties=species:S:1:pos:R:3
O 3.749 0.880 0.846
C 2.792 0.827 0.071
O -3.351 -1.147 -1.873
H 2.141 2.557 -0.694
O -4.488 0.376 -0.067
F -1.633 1.006 -0.727
H 0.560 -2.087 -0.139
O 1.563 0.376 0.176
C 2.684 1.718 -1.163
C -2.061 -0.048 -0.017
H 0.437 -2.365 1.744
C 0.549 -1.669 0.883
F -1.883 0.382 1.292
H 0.858 -0.102 2.203
C 1.012 -0.445 1.168
H 2.023 1.249 -1.894
H 3.629 1.913 -1.623
O -3.742 -2.042 0.457
H -1.218 -0.552 -0.210
P -3.623 -0.828 -0.432
```

Calculated values
Calculated total energy: -1111.99802 Eh
Kohn-Sham gap: 4.156 eV
Charge: -2
E_HOMO: 0.64 eV

Density functional theory data (ωB97M-V with the def2-TZVPD basis set) for C5H7F3N3S2 as an isolated structure at a distorted geometry.

```
20
Properties=species:S:1:pos:R:3
C 1.804 1.161 -0.072
C 1.007 -0.051 -0.010
F -4.429 0.406 -1.155
C 0.517 -0.569 1.368
N -0.231 -2.223 -0.585
S 0.533 -1.008 -1.310
N -2.743 -1.520 -1.213
N -1.924 -0.852 0.900
H 1.020 1.950 -0.143
F -4.639 0.193 1.006
C -2.701 -0.772 -0.124
H -3.381 -1.120 -1.860
H 1.428 -0.666 1.959
H 2.464 1.439 0.759
F -3.209 1.534 0.246
H 2.392 0.981 -1.003
H 0.030 0.319 1.919
C -3.751 0.367 0.066
S -0.606 -1.901 0.985
H -1.940 -2.187 -1.202
```

Calculated values
Calculated total energy: -1454.62531 Eh
Kohn-Sham gap (spin up / spin down): 8.185 / 8.186 eV
Charge: +1
E_HOMO (spin up / spin down): -13.48 / -13.48 eV
Relative energy (zero: lowest compared OMol25 entry of this formula, charge and spin): 0.0 kcal/mol

Density functional theory data (ωB97M-V with the def2-TZVPD basis set) for C5H7F6IN4O5S2 as an isolated structure at a distorted geometry.

```
30
Properties=species:S:1:pos:R:3
C 1.311 1.216 -1.043
H -3.098 0.130 -1.446
N -3.311 -0.854 -1.601
S 1.733 1.096 0.742
N -2.560 -2.997 -1.126
O 0.545 0.518 1.327
N -1.383 -1.018 -0.324
I -5.285 -1.289 -1.155
S 2.333 3.044 2.489
H -2.706 -3.434 -0.218
C -1.031 -4.904 -0.969
F 2.294 1.737 -1.764
N 1.947 2.630 0.994
H -1.565 -3.935 -2.775
F 1.044 -0.020 -1.544
C -1.365 -3.624 -1.749
H -0.542 -4.746 0.014
F 1.283 5.353 1.767
F 3.381 5.144 1.290
C 2.447 4.854 2.202
O 3.645 2.651 2.910
H -1.431 -0.973 0.684
C -2.407 -1.618 -1.010
H -0.485 -2.973 -1.758
F 2.766 5.470 3.337
H -0.641 -0.586 -0.859
O 2.904 0.270 0.773
O 1.277 2.887 3.449
F 0.211 1.958 -1.254
O -1.311 -5.987 -1.382
```

Calculated values
Calculated total energy: -2483.05681 Eh
Kohn-Sham gap: 5.042 eV
E_HOMO: -8.94 eV

Density functional theory data (ωB97M-V with the def2-TZVPD basis set) for an isolated ion of composition C5H7FNS and charge +1 at a distorted geometry.

```
15
Properties=species:S:1:pos:R:3
H -0.660 2.262 -0.028
S 3.434 1.098 0.089
C 1.845 1.609 -0.021
C 0.795 0.624 -0.080
H -1.211 0.731 0.866
H -1.117 0.647 -0.977
H -0.417 -1.648 -0.781
C 0.427 -1.816 -0.198
H 0.177 -2.058 0.747
H 1.733 2.645 0.172
C -0.623 1.099 -0.012
N 1.095 -0.599 -0.229
H 1.225 -2.663 -0.546
F 3.847 -1.534 -0.131
C 3.214 -0.600 0.419
```

Calculated values
Calculated total energy: -747.08299 Eh
Kohn-Sham gap (spin up / spin down): 7.571 / 7.397 eV
Charge: +1
E_HOMO (spin up / spin down): -13.86 / -13.69 eV
Relative energy (zero: lowest compared OMol25 entry of this formula, charge and spin): 93.4 kcal/mol

Density functional theory data (ωB97M-V with the def2-TZVPD basis set) for an isolated molecule of C5H7FO at a distorted geometry.

```
14
Properties=species:S:1:pos:R:3
H -2.232 1.102 1.084
F -0.087 1.664 -1.336
H 0.584 -0.628 -1.476
C 0.828 -1.499 -0.886
C 0.891 -1.042 0.544
H 0.092 -2.304 -0.689
H -0.048 0.837 1.827
H 0.999 -1.821 1.388
O 1.763 0.202 0.753
C 0.371 0.454 0.879
H -2.573 2.210 -0.594
C -1.868 1.538 0.123
H 1.749 -1.989 -1.462
C -0.470 1.275 -0.157
```

Calculated values
Calculated total energy: -369.67756 Eh
Kohn-Sham gap: 9.972 eV
E_HOMO: -8.98 eV
Relative energy (zero: lowest compared OMol25 entry of this formula, charge and spin): 76.2 kcal/mol

Density functional theory data (ωB97M-V with the def2-TZVPD basis set) for a 2-piece molecular cluster, C5H7FS2 overall at a distorted geometry.

```
15
Properties=species:S:1:pos:R:3
C 1.978 -1.287 0.626
C -1.801 1.268 -1.274
C 0.574 -1.061 0.328
H 4.142 -1.450 -0.652
H -0.188 -1.357 -0.364
H -3.381 0.045 -1.772
H 2.336 -2.238 0.994
S 3.107 -0.475 -0.618
H -1.209 1.057 -2.219
H -0.032 1.674 2.428
S 0.852 0.742 2.648
F -1.140 1.892 -0.288
C -2.926 0.663 -1.052
H -3.375 0.744 -0.002
C 1.062 -0.217 1.217
```

Calculated values
Calculated total energy: -1090.79423 Eh
Kohn-Sham gap: 9.375 eV
E_HOMO: -8.69 eV
Relative energy (zero: lowest compared OMol25 entry of this formula, charge and spin): 90.8 kcal/mol

Density functional theory data (ωB97M-V with the def2-TZVPD basis set) for a 2-piece molecular cluster, C5H7FSi overall at a distorted geometry.

```
14
Properties=species:S:1:pos:R:3
H 1.582 -2.925 -0.221
H 1.837 -1.580 -1.257
H 0.214 -2.066 -1.248
H -3.987 0.739 0.191
C 1.976 2.250 -0.158
H -2.838 -0.167 -0.909
C 1.530 1.201 0.219
H -2.035 1.518 1.429
C -2.924 0.353 -0.005
H 2.244 3.214 -0.505
C 1.048 -1.921 -0.560
C -1.918 0.854 0.604
Si 1.062 -0.498 0.682
F 2.209 -0.971 1.737
```

Calculated values
Calculated total energy: -583.89746 Eh
Kohn-Sham gap (spin up / spin down): 8.589 / 7.087 eV
E_HOMO (spin up / spin down): -9.10 / -7.60 eV
Relative energy (zero: lowest compared OMol25 entry of this formula, charge and spin): 100.6 kcal/mol